Formula: C19H23I2N4OPt
Source: OMol25
Level of theory: ωB97M-V/def2-TZVPD

Results
* frontier orbital gap (spin up / spin down): 7.971 / 4.467 eV
* HOMO (spin up / spin down): -0.60238 / -0.61274 Ha
* charge: +3
* ΔE to the lowest compared entry with this formula, charge and spin: 85.0 kJ/mol
* spin multiplicity: 5
* E_LUMO (spin up / spin down): -8.42 / -12.21 eV
* ⟨S²⟩: 6.034
* calculated total energy: -47500.8459 eV

Last column: Mulliken charge in e.
CARTESIAN COORDINATES (ANGSTROEM)
Pt 10.34661 8.72688 9.04934  1.152
I 5.89269 8.73494 6.32920  0.216
I 7.95055 3.18194 4.95870  0.372
O 8.83037 8.68970 7.47624  -0.669
N 10.87279 10.90927 8.59888  -0.019
N 9.73637 6.81241 9.70273  -0.137
N 11.15815 13.30670 8.16854  0.281
N 11.75153 7.41748 7.87436  -0.370
C 12.48474 12.69477 8.09721  -0.657
C 7.01654 5.91724 5.94629  -0.143
C 11.16367 7.29101 6.52106  -1.248
C 8.60307 7.62258 6.86782  0.069
C 8.58014 6.52228 10.28329  -0.047
C 12.31030 11.22431 8.59923  -0.400
C 9.73788 6.75201 6.50206  0.894
C 10.48404 5.83032 9.16583  1.047
C 10.07773 4.49063 9.19265  -0.957
C 8.95512 4.14492 9.93621  -0.603
C 8.16761 5.21440 10.40735  -0.596
C 7.27510 7.20532 6.37465  -0.379
C 8.08183 5.05674 5.74646  -0.402
C 10.20134 11.29034 7.30312  -0.134
C 10.26043 12.86600 7.10938  -0.948
C 9.40252 5.56475 5.93526  -0.331
C 11.80572 6.11714 8.66015  -0.744
C 10.57565 13.27236 9.42221  -0.595
C 10.21768 11.73377 9.69561  -0.521
H 8.04305 7.38003 10.71794  0.421
H 10.60841 13.10240 6.08652  0.331
H 9.12523 11.62311 9.73835  0.369
H 12.46111 6.13771 9.56082  0.350
H 12.90100 10.56925 7.95806  0.242
H 10.60727 10.70603 6.49762  0.354
H 7.24566 5.08562 10.99286  0.451
H 10.62689 11.43559 10.64713  0.498
H 9.27009 13.28496 7.18326  0.321
H 12.15202 5.25242 8.08663  0.455
H 12.86847 12.76078 7.06894  0.362
H 13.17060 13.21645 8.78734  0.365
H 12.68900 11.10059 9.63035  0.442
H 10.25979 4.91538 5.61135  0.358
H 11.28151 8.31870 6.21124  0.243
H 6.00949 5.62523 5.75352  0.527
H 12.71412 7.88324 7.93879  0.328
H 11.11754 13.57246 10.32862  0.254
H 8.54849 3.12690 10.13515  0.438
H 9.57569 13.72380 9.42279  0.350
H 10.63426 3.68224 8.78103  0.494
H 11.67521 6.57790 5.85681  0.498
H 9.13327 11.12396 7.41078  0.414